(1)
{"formula": "C19H30FeN", "method": "ωB97M-V with the def2-TZVPD basis set", "s2": 8.8835, "homo_ha": [-0.537, -0.596], "spin_multiplicity": 6, "e_lumo_ev": [-8.9, -10.3], "charge": 2, "elements": ["C", "H", "H", "H", "C", "H", "H", "C", "H", "H", "H", "C", "C", "C", "C", "C", "C", "C", "C", "C", "C", "Fe", "H", "H", "H", "H", "H", "H", "H", "H", "H", "H", "H", "H", "H", "H", "H", "C", "C", "C", "C", "N", "C", "C", "H", "H", "H", "H", "H", "H", "H"], "xyz": [[0.90710, 1.91851, -1.57539], [1.86620, 2.01299, -0.95516], [1.21576, 1.85466, -2.60864], [1.82282, 0.27782, 0.83268], [-0.02193, 3.04986, -1.29938], [-1.03730, 2.74302, -1.62636], [-0.02687, 3.24172, -0.21460], [0.54497, 4.23078, -2.08049], [-0.20145, 5.00378, -2.18954], [1.39712, 4.64306, -1.54804], [0.88842, 3.94949, -3.07729], [-0.79054, -1.66178, 0.00488], [-1.43142, -0.82050, -0.92976], [-0.47115, -0.41708, -1.91432], [0.80490, -1.04365, -1.58910], [0.59505, -1.76335, -0.33793], [1.52862, -2.76202, 0.21428], [1.97150, -1.18803, -2.48312], [-0.82302, 0.19796, -3.21160], [-2.87632, -0.51821, -0.97924], [-1.46684, -2.46159, 1.04867], [0.87837, 0.56073, -0.27291], [2.86765, -1.43770, -1.90313], [1.80961, -1.98502, -3.22101], [2.17289, -0.26088, -3.02868], [2.56076, -2.58152, -0.10887], [1.52311, -2.77317, 1.31706], [1.26044, -3.78099, -0.11623], [-2.42847, -2.02144, 1.35223], [-1.68996, -3.47525, 0.67441], [-0.84959, -2.58198, 1.95208], [-3.09162, 0.38903, -1.55595], [-3.46151, -1.33325, -1.43728], [-3.28367, -0.36124, 0.03165], [-0.00966, 0.80040, -3.61990], [-1.06026, -0.55939, -3.97452], [-1.69760, 0.85738, -3.11192], [-0.55895, -0.25674, 6.14602], [-0.42139, -0.17719, 4.66623], [0.80553, -0.53131, 4.12257], [1.01691, -0.34682, 2.76726], [0.11224, 0.26072, 1.96701], [-1.12320, 0.47651, 2.46728], [-1.42758, 0.28674, 3.81644], [-0.32546, -1.28102, 6.47276], [0.16995, 0.42085, 6.62126], [-1.57734, 0.02275, 6.43523], [1.62166, -0.92196, 4.74120], [1.97984, -0.68790, 2.38271], [-1.90212, 0.84368, 1.79145], [-2.42268, 0.50893, 4.21533]]}

***

(2)
{"formula": "C19H30GaN5OSeTe", "method": "ωB97M-V with the def2-TZVPD basis set", "relative_energy_kj_mol": 278.93, "homo_ha": -0.492, "spin_multiplicity": 1, "e_lumo_ev": -7.6, "charge": 2, "elements": ["Ga", "Te", "C", "C", "C", "C", "C", "C", "H", "H", "H", "H", "H", "C", "N", "C", "C", "N", "C", "C", "Se", "H", "H", "H", "H", "H", "H", "H", "H", "C", "C", "N", "C", "C", "N", "C", "C", "H", "H", "H", "H", "H", "H", "H", "H", "H", "H", "H", "H", "C", "C", "N", "O", "H", "H", "H", "H", "H"], "xyz": [[0.06361, -0.35447, -0.43350], [2.02431, -0.53757, -2.16170], [3.58961, -0.39357, -0.71340], [4.15781, -1.55577, -0.20580], [5.27131, -1.47297, 0.61070], [5.83361, -0.23957, 0.90320], [5.26451, 0.91613, 0.39030], [4.13801, 0.84533, -0.40820], [3.74551, -2.52607, -0.45650], [5.71231, -2.37817, 0.99660], [6.71111, -0.17807, 1.53020], [5.70231, 1.87943, 0.59740], [3.69331, 1.75203, -0.79740], [-0.45309, 4.14753, 2.59660], [-0.57909, 4.67963, 1.26900], [-1.03469, 5.92883, 0.96450], [-1.01789, 6.04993, -0.38710], [-0.55689, 4.87053, -0.89700], [-0.40259, 4.61413, -2.30400], [-0.28079, 4.03483, 0.12460], [0.59421, 2.36183, -0.04420], [-0.29319, 4.95993, 3.30230], [0.38971, 3.45753, 2.63660], [-1.36269, 3.61523, 2.88050], [-1.32809, 6.63523, 1.71320], [-1.28959, 6.87983, -1.00840], [0.07261, 5.47253, -2.77890], [-1.38019, 4.46493, -2.76610], [0.21371, 3.72783, -2.45710], [-1.96829, -2.93617, 0.28280], [-2.24509, -4.45837, 0.45150], [-1.00709, -5.18317, 0.31080], [-0.06219, -4.76377, 1.32220], [0.23241, -3.24477, 1.16820], [-0.53839, -2.71397, 0.03510], [-0.15149, -3.44437, -1.17870], [-0.46049, -4.95737, -1.00520], [-2.24209, -2.38437, 1.18770], [-2.51939, -2.53337, -0.57150], [-2.94879, -4.80937, -0.30540], [-2.67379, -4.67327, 1.43090], [0.84481, -5.35757, 1.20750], [-0.48379, -4.98107, 2.30460], [1.29471, -3.05897, 0.97810], [-0.05389, -2.69457, 2.06890], [0.92011, -3.29197, -1.34750], [-0.70139, -3.01947, -2.02540], [0.44311, -5.55637, -1.11570], [-1.18159, -5.29917, -1.74890], [-3.40039, 1.73573, -1.33310], [-3.07419, 0.49893, -0.56910], [-4.04409, -0.07567, 0.11460], [-1.91399, 0.02113, -0.57320], [-4.43459, 1.72693, -1.66400], [-2.72849, 1.82073, -2.18420], [-3.24009, 2.59913, -0.68530], [-4.98189, 0.29803, 0.10380], [-3.87869, -0.92057, 0.64400]]}

***

> Number 2 is which compound?

C19H30GaN5OSeTe